1) The following is a DFT calculation (wB97M-V/def2-TZVPD) of an isolated molecule of C4HNO.

Structure (XYZ):
```
7
Properties=species:S:1:pos:R:3
O 0.598 1.605 1.172
C 0.929 0.496 0.841
C 0.145 -0.419 0.033
C -0.417 -1.313 -0.655
C -1.505 -0.334 -0.734
N -2.411 0.387 -0.841
H 1.883 0.015 1.108
```

Computed properties:
HOMO level   -11.07 eV
Charge   0
Gap between HOMO and LUMO   9.68 eV
2S+1   1

2) The following is a DFT calculation (wB97M-V/def2-TZVPD) of an isolated molecule of C4HNO.

Structure (XYZ):
```
7
Properties=species:S:1:pos:R:3
C -1.774 -0.084 -0.005
C -0.280 -0.585 -0.027
C 0.919 -0.479 -0.198
C 2.346 0.048 -0.018
H -2.376 -0.867 0.327
N 3.413 0.846 0.003
O -2.248 1.122 -0.081
```

Computed properties:
HOMO level   -11.32 eV
Charge   0
SMILES   N#CC#CC=O
Gap between HOMO and LUMO   9.60 eV
2S+1   1

Going by the energies, 1) is most stable and the next is 0.868 eV up.

1) The following is a DFT calculation (wB97M-V/def2-TZVPD) of a structure of composition CH10NO2.

Structure (XYZ):
```
14
Properties=species:S:1:pos:R:3
C 1.412 -1.955 0.553
N -1.566 1.531 -0.685
H 2.073 -1.756 1.401
H 1.140 -1.039 0.043
H 0.468 -2.411 0.895
H 1.917 -2.695 -0.068
H -2.537 1.887 -0.742
H -1.088 2.095 -1.413
H -1.239 0.314 -0.667
H -1.697 -1.317 -0.811
O -0.966 -0.752 -0.484
H -0.005 1.714 0.446
H 1.141 2.598 1.015
O 0.950 1.788 0.518
```

Computed properties:
HOMO level   -16.33 eV
Charge   +1
Gap between HOMO and LUMO   4.97 eV
2S+1   1

2) The following is a DFT calculation (wB97M-V/def2-TZVPD) of a cluster of 3 separate species, CH10NO2 in total.

Structure (XYZ):
```
14
Properties=species:S:1:pos:R:3
C -0.975 -0.666 -1.654
N -0.467 -0.848 -0.257
H -0.311 -1.173 -2.344
H -1.999 -1.005 -1.675
H -0.923 0.396 -1.878
H -0.770 -0.018 0.306
H 0.551 -0.865 -0.217
H -0.875 -1.652 0.211
H 2.615 -0.538 1.690
H 1.947 0.530 0.890
O 2.428 -0.301 0.774
H -0.615 2.258 0.361
H -1.884 2.018 1.143
O -1.061 1.580 0.890
```

Computed properties:
HOMO level   -15.91 eV
Charge   +1
Gap between HOMO and LUMO   12.40 eV
2S+1   1

Going by the energies, 2) is most stable and the next is 8.491 eV up.

1) The following is a DFT calculation (wB97M-V/def2-TZVPD) of a cluster of 3 separate species, CH10NO2 in total.

Structure (XYZ):
```
14
Properties=species:S:1:pos:R:3
C -0.365 1.060 1.175
N -0.153 -0.247 0.473
H -1.371 1.087 1.573
H 0.350 1.135 1.984
H -0.194 1.858 0.460
H -0.815 -0.340 -0.321
H -0.333 -1.013 1.119
H 0.830 -0.329 0.151
H -1.939 -0.140 -2.507
H -2.814 -1.012 -1.589
O -1.996 -0.502 -1.611
H 3.033 0.028 -0.859
H 3.209 -1.106 0.143
O 2.556 -0.480 -0.192
```

Computed properties:
HOMO level   -16.35 eV
Charge   +1
Gap between HOMO and LUMO   13.25 eV
2S+1   1

2) The following is a DFT calculation (wB97M-V/def2-TZVPD) of a cluster of 4 separate species, CH10NO2 in total.

Structure (XYZ):
```
14
Properties=species:S:1:pos:R:3
C -0.431 -2.399 -0.635
N 0.506 1.965 0.099
H -0.569 -2.801 -1.639
H 0.318 -3.007 -0.122
H 0.150 -1.409 -0.729
H -1.392 -2.149 -0.196
H -0.212 2.633 -0.187
H 1.395 2.426 0.246
H 0.465 1.071 -0.446
H 1.079 -0.169 -2.055
O 0.340 0.106 -1.465
H -0.953 1.492 3.025
H -0.181 1.371 1.670
O -0.515 0.869 2.435
```

Computed properties:
HOMO level   -15.18 eV
Charge   +1
Gap between HOMO and LUMO   4.53 eV
2S+1   1

Going by the energies, 1) is most stable and the next is 8.442 eV up.

1) The following is a DFT calculation (wB97M-V/def2-TZVPD) of a cluster of 4 separate species, C5H17NO4 in total.

Structure (XYZ):
```
27
Properties=species:S:1:pos:R:3
C 0.093 -1.079 -0.127
C -0.672 0.250 -0.289
C -1.633 0.553 -1.442
C -2.948 0.362 -1.302
N 0.607 -1.640 -1.340
C 1.797 -2.390 -0.958
O 2.409 -2.188 0.400
H -0.601 -1.692 0.298
H 0.972 -0.887 0.676
H -1.206 0.459 0.692
H 0.109 1.049 -0.652
H -0.952 0.614 -2.373
H -3.643 0.615 -2.035
H -3.370 0.140 -0.352
H -0.106 -2.291 -1.658
H 1.771 -3.361 -0.860
H 2.601 -1.879 -1.577
H 1.588 -2.335 1.025
H -0.192 3.687 -1.729
H 1.169 3.129 -1.526
O 0.701 4.016 -1.598
H -1.636 0.909 2.959
H -0.627 2.098 2.758
O -0.987 1.550 3.481
H 1.061 0.630 2.642
H 2.027 -0.467 2.803
O 1.669 0.148 2.084
```

Computed properties:
HOMO level   -9.20 eV
Charge   0
SMILES   C=CCCNCO.O.O.O
Gap between HOMO and LUMO   9.48 eV
2S+1   1

2) The following is a DFT calculation (wB97M-V/def2-TZVPD) of a cluster of 3 separate species, C5H17NO4 in total.

Structure (XYZ):
```
27
Properties=species:S:1:pos:R:3
C 0.124 0.861 1.769
N 0.587 1.108 0.357
C -0.117 0.110 -0.533
C 0.663 -1.216 -0.649
O -0.380 -2.251 -0.736
C -0.348 0.714 -1.909
O -1.620 0.285 -2.440
C -1.232 1.570 1.996
H 0.892 1.305 2.398
H -0.002 -0.210 1.927
H 1.547 0.801 0.425
H -1.019 -0.147 0.013
H 1.268 -1.398 0.238
H 1.189 -1.308 -1.596
H -0.272 -2.840 -1.489
H -0.423 1.781 -1.754
H 0.381 0.575 -2.703
H -1.770 -0.619 -2.148
H -2.028 0.880 1.725
H -1.284 2.324 1.212
H -1.300 2.136 2.921
H -1.697 -2.915 1.948
H -0.400 -2.705 1.119
O -0.735 -2.870 2.019
H 2.081 1.889 -1.404
H 3.273 0.996 -1.006
O 2.623 1.147 -1.699
```

Computed properties:
HOMO level   -9.60 eV
Charge   0
SMILES   CCNC(CO)CO.O.O
Gap between HOMO and LUMO   10.11 eV
2S+1   1

Going by the energies, 2) is most stable and the next is 3.118 eV up.